Computed, not measured: a cluster of 3 separate species, C4H14NO3 in total, with ωB97M-V/def2-TZVPD.

Last column: Mulliken charge in e.
Geometry (Å):
H (1.362, -2.968, 1.647)  0.27
O (3.076, 0.002, -0.561)  -0.82
H (0.342, 1.618, 1.266)  0.30
H (2.213, 0.031, 0.116)  0.44
H (3.356, -0.918, -0.502)  0.24
C (-1.632, 1.634, -0.345)  -1.76
C (-0.694, 0.446, -0.172)  1.21
H (-0.535, 0.208, 1.935)  0.30
H (-2.020, -0.913, 0.563)  0.51
N (-1.435, -0.821, -0.267)  -0.91
H (-2.317, 1.684, 0.496)  0.34
H (0.038, 0.436, -0.983)  0.61
O (1.305, -0.214, 1.144)  -0.65
H (1.236, -1.760, 0.729)  0.40
H (-2.143, 2.609, -2.196)  0.69
C (0.125, 0.548, 1.125)  -1.66
O (1.289, -2.778, 0.707)  -0.75
H (-3.465, 1.545, -1.634)  1.00
C (-2.381, 1.672, -1.685)  -3.52
H (-1.034, 2.536, -0.241)  0.92
H (-0.772, -1.589, -0.229)  0.23
H (-2.007, 0.894, -2.362)  0.60

For the lowest unoccupied orbital energy (alpha / beta), the calculation gives 6.13 / 6.07 eV. As for the net charge: -2. The calculation puts the HOMO-LUMO gap (alpha / beta) at 1.96 / 7.64 eV. Its largest force on an atom is 1.0 eV Å⁻¹. The spin multiplicity is 2. Its total energy is -441.15914 Eh. For the energy above the lowest of the compared OMol25 structures with the same formula, charge and spin, the calculation gives 11.7 kJ/mol.

---

Computed, not measured: the molecule C5H8N2, with ωB97M-V/def2-TZVPD.

Last column: Mulliken charge in e.
Geometry (Å):
C (-0.093, 0.710, -0.512)  0.46
H (-2.088, 1.053, -0.690)  0.24
N (-0.220, -0.686, -0.432)  -0.11
C (1.178, 1.082, -0.205)  -0.58
H (-1.154, 2.430, -0.637)  0.25
H (1.232, -2.244, -0.096)  0.43
H (-2.141, -0.679, 0.472)  0.28
H (1.536, 2.097, -0.102)  0.40
C (-1.128, -1.038, 0.664)  -0.96
C (1.928, -0.138, 0.005)  -0.35
H (-0.746, -0.550, 1.574)  0.33
H (2.982, -0.206, 0.248)  0.42
H (-1.171, -2.121, 0.788)  0.33
N (-1.192, 1.461, -0.923)  -0.50
C (1.077, -1.173, -0.153)  -0.62

For the lowest unoccupied orbital energy, the calculation gives 1.02 eV. As for the net charge: 0. The calculation puts the HOMO-LUMO gap at 8.53 eV. As for the SMILES: Cn1cccc1N. Its largest force on an atom is 0.4 eV Å⁻¹. The spin multiplicity is 1. Its total energy is -304.80037 Eh. For the energy above the lowest of the compared OMol25 structures with the same formula, charge and spin, the calculation gives 92.2 kJ/mol.

---

Computed, not measured: a cluster of 5 separate species, C25H42Cl12F3IN4O7S2 in total in a non-equilibrium geometry, with ωB97M-V/def2-TZVPD.

Last column: Mulliken charge in e.
Geometry (Å):
C (-0.667, 1.157, 2.701)  -1.02
H (-1.855, 3.530, -2.993)  0.30
C (0.519, 1.454, -7.744)  -0.08
C (0.778, -0.980, 1.078)  -0.89
H (1.619, 1.468, -2.238)  -1.45
Cl (1.119, -3.030, 5.038)  0.00
C (-1.652, 0.918, -2.503)  -1.19
H (2.223, 5.089, -0.236)  0.33
H (-4.864, 1.713, -3.434)  0.42
H (-3.233, -4.786, 3.059)  0.40
C (0.731, -3.439, 6.716)  0.32
H (3.305, -1.814, 3.071)  0.28
C (-2.714, 3.269, -2.384)  -1.73
C (2.798, -0.170, -0.026)  -0.23
O (-3.117, -0.083, 0.455)  -0.72
H (1.538, 1.250, 2.733)  1.03
C (1.151, 1.642, 0.684)  2.27
H (3.682, 5.225, -0.875)  0.36
H (-3.123, -1.416, -2.753)  0.29
N (2.984, 3.070, -1.748)  -0.26
C (1.416, -1.183, 2.436)  -0.85
H (3.818, 3.214, -2.299)  0.33
O (-0.722, 3.529, 0.781)  -0.78
H (2.904, -0.931, -2.530)  0.55
H (2.972, 2.406, 1.562)  0.63
H (2.295, 3.701, -2.131)  0.18
H (-3.945, -2.246, -1.421)  0.52
F (3.405, 0.066, 1.153)  -0.31
S (-0.162, 2.588, -0.136)  1.73
H (-3.935, -6.680, 6.608)  0.24
H (1.415, -2.067, -1.801)  1.21
S (-2.352, -0.838, -0.507)  1.64
I (-0.292, -1.591, -4.973)  -0.03
H (0.723, 2.701, 2.529)  0.84
H (1.307, 2.084, -8.132)  0.33
H (-1.817, 0.160, -3.258)  -0.18
Cl (-2.002, -5.865, 7.629)  -0.07
O (3.293, 0.730, -3.671)  -0.56
Cl (-0.319, -2.214, 7.430)  -0.12
O (-1.274, 1.488, -0.305)  -0.36
Cl (0.965, -0.231, -8.053)  -0.12
C (-3.821, 1.447, -3.598)  -2.00
C (1.295, 0.146, 0.096)  2.84
C (-2.258, -4.643, 3.505)  -0.17
Cl (-3.111, -8.544, 7.752)  -0.13
H (-3.777, 0.406, -3.911)  0.41
C (2.364, -0.256, -3.184)  -1.20
H (-0.297, -0.905, 1.196)  -0.15
Cl (-2.395, -3.418, 4.762)  -0.07
Cl (-4.617, -6.299, 8.811)  -0.12
Cl (-1.147, -4.128, 2.243)  -0.04
Cl (0.373, 1.767, -6.015)  0.04
H (1.125, -0.580, 3.284)  0.52
Cl (-0.977, 1.862, -8.582)  -0.12
C (-1.053, 0.348, -1.177)  0.14
C (0.470, -0.121, -1.293)  3.04
Cl (2.202, -3.633, 7.671)  -0.15
O (-1.200, -3.001, -2.696)  -0.47
N (3.193, 4.809, -0.090)  -0.95
H (5.186, 3.842, -0.005)  0.27
H (-2.176, 2.543, 2.548)  0.31
C (3.228, 3.330, -0.337)  0.51
C (2.342, -2.150, 2.700)  -1.90
C (-3.477, -6.828, 7.577)  0.08
C (2.326, 2.687, 0.738)  -3.71
Cl (-1.744, -6.188, 4.202)  -0.14
H (4.131, 0.290, -3.833)  0.37
H (0.960, -1.958, 0.644)  0.72
F (3.482, 0.563, -0.898)  -0.03
H (0.033, -2.281, -0.904)  0.58
H (-2.649, 3.677, -1.377)  0.24
H (-0.956, 1.648, -2.895)  1.19
C (0.421, -1.641, -1.684)  -1.33
H (-4.332, -0.564, -1.742)  0.44
H (0.201, -4.383, 6.720)  -0.07
C (0.701, 1.671, 2.184)  -2.23
C (-0.412, -2.138, -2.875)  -1.19
H (0.533, 0.716, -3.366)  0.25
C (-3.538, -1.300, -1.761)  -1.20
H (-3.581, 3.747, -2.839)  0.59
N (-1.559, 2.171, 3.253)  -0.69
H (-0.460, 0.501, 3.550)  0.34
N (4.640, 2.993, -0.051)  -0.68
H (2.172, -3.206, 2.513)  0.42
H (1.824, 3.566, 1.144)  1.29
H (5.035, 2.421, -0.784)  0.28
O (-1.868, -2.065, 0.081)  -0.54
H (-3.478, 2.041, -4.445)  0.48
C (-2.963, 1.755, -2.342)  0.85
H (-1.057, 2.905, 3.729)  0.30
F (3.038, -1.462, -0.323)  -0.31
C (1.199, 0.513, -2.539)  -0.24
H (2.076, -0.817, -4.067)  0.04
O (0.281, 3.215, -1.346)  -0.68
H (-3.572, 1.476, -1.489)  0.57
H (-1.274, 0.565, 2.029)  0.15

For the lowest unoccupied orbital energy, the calculation gives 0.10 eV. As for the net charge: 0. The calculation puts the HOMO-LUMO gap at 8.29 eV. As for the SMILES: C=CC[C@@]1(C(F)(F)F)[C@@](CCO)(CC(=O)I)[C@@](CC(C)C)(S(C)(=O)=O)OS(=O)(=O)[C@]1(CCN)CC(N)(N)N.ClC(Cl)Cl.ClC(Cl)Cl.ClC(Cl)Cl.ClC(Cl)Cl. Its largest force on an atom is 3.2 eV Å⁻¹. The spin multiplicity is 1. Its total energy is -8639.21413 Eh. For the energy above the lowest of the compared OMol25 structures with the same formula, charge and spin, the calculation gives 73.6 kJ/mol.

---

Computed, not measured: the molecule C5H13NS in a non-equilibrium geometry, with ωB97M-V/def2-TZVPD.

Last column: Mulliken charge in e.
Geometry (Å):
N (-1.828, 0.632, 0.335)  -0.19
H (-0.168, -1.593, -1.087)  0.33
H (3.318, -0.360, -0.516)  0.36
C (0.020, -1.000, -0.128)  -0.64
H (-1.863, -1.225, 0.949)  0.28
C (1.124, 0.030, -0.452)  -0.53
H (-0.495, -0.235, 1.640)  0.47
H (-1.862, 2.660, 1.406)  0.26
H (0.737, 0.919, -1.068)  0.33
H (3.379, -1.036, -3.092)  0.14
H (1.178, 0.566, 0.510)  0.28
C (-1.066, -0.486, 0.795)  -0.84
H (2.037, -1.649, -1.216)  0.40
H (-2.553, 0.571, -0.325)  0.25
C (-2.165, 1.579, 1.409)  -0.84
H (-3.378, 1.571, 1.652)  0.26
C (2.370, -0.579, -1.050)  -0.62
S (2.596, 0.050, -2.859)  -0.24
H (0.450, -1.665, 0.666)  0.28
H (-1.829, 1.252, 2.431)  0.26

For the lowest unoccupied orbital energy, the calculation gives 1.03 eV. As for the net charge: 0. The calculation puts the HOMO-LUMO gap at 9.42 eV. As for the SMILES: CNCCCCS. Its largest force on an atom is 4.4 eV Å⁻¹. The spin multiplicity is 1. Its total energy is -651.15812 Eh. For the energy above the lowest of the compared OMol25 structures with the same formula, charge and spin, the calculation gives 225.4 kJ/mol.

---

Computed, not measured: a cluster of 3 separate species, C5H7NO in total in a non-equilibrium geometry, with ωB97M-V/def2-TZVPD.

Last column: Mulliken charge in e.
Geometry (Å):
H (-0.924, -0.309, -1.367)  0.12
C (-1.685, -0.406, -0.585)  -0.37
H (-2.011, 1.562, 0.872)  0.35
C (-1.262, -0.604, 0.843)  -0.14
C (-1.728, 0.569, 0.558)  -0.53
O (1.983, 0.619, -1.249)  -0.52
N (2.155, -1.395, 0.700)  -0.04
H (-0.845, -1.306, 1.549)  0.36
C (1.189, 1.402, -0.777)  -0.14
H (0.657, 2.128, -1.415)  0.31
H (0.950, 1.419, 0.301)  0.28
H (2.378, -0.771, -0.071)  0.35
H (-2.609, -0.864, -0.946)  0.21
C (1.752, -2.046, 1.587)  -0.24

For the lowest unoccupied orbital energy, the calculation gives 0.15 eV. As for the net charge: 0. The calculation puts the HOMO-LUMO gap at 9.89 eV. Its largest force on an atom is 1.2 eV Å⁻¹. The spin multiplicity is 1. Its total energy is -324.54064 Eh. For the energy above the lowest of the compared OMol25 structures with the same formula, charge and spin, the calculation gives 482.6 kJ/mol.

---

Computed, not measured: a cluster of 2 separate species, C4H9N in total in a non-equilibrium geometry, with ωB97M-V/def2-TZVPD.

Last column: Mulliken charge in e.
Geometry (Å):
N (-2.014, -0.165, -0.479)  -0.59
H (1.676, 0.532, 0.871)  0.34
C (1.212, -0.318, 0.405)  -0.78
H (0.161, 1.359, -2.151)  0.24
C (0.691, -1.254, 1.389)  -0.74
H (1.445, -0.682, -0.555)  0.40
H (0.657, -1.031, 2.489)  0.26
H (-0.186, -1.955, 1.179)  0.17
H (-1.903, -1.016, -0.082)  0.29
H (1.461, -2.087, 1.471)  0.27
H (-1.467, 2.281, -1.887)  0.31
C (-0.630, 1.698, -1.363)  -0.90
H (-0.078, 2.131, -0.576)  0.31
C (-1.025, 0.508, -0.711)  0.42

For the lowest unoccupied orbital energy (alpha / beta), the calculation gives 0.83 / 0.94 eV. As for the net charge: 0. The calculation puts the HOMO-LUMO gap (alpha / beta) at 8.25 / 7.91 eV. Its largest force on an atom is 4.3 eV Å⁻¹. The spin multiplicity is 1. Its total energy is -212.38859 Eh. For the energy above the lowest of the compared OMol25 structures with the same formula, charge and spin, the calculation gives 426.9 kJ/mol.

---

Computed, not measured: a cluster of 2 separate species, C4H10NO2 in total in a non-equilibrium geometry, with ωB97M-V/def2-TZVPD.

Last column: Mulliken charge in e.
Geometry (Å):
H (1.390, -0.003, -1.987)  0.46
H (-1.638, -2.054, -1.734)  0.36
H (0.737, 0.665, -0.613)  0.19
H (-1.326, 1.594, -0.362)  0.34
H (-0.768, -0.753, -2.774)  0.29
O (-0.446, 1.803, 0.056)  -0.36
H (1.174, -2.712, 0.331)  0.28
C (-0.619, 1.651, 1.418)  -0.24
N (1.145, -0.201, -1.026)  -0.34
C (0.126, -1.277, -0.924)  0.52
O (0.309, 1.474, 2.173)  -0.40
H (-1.675, 1.668, 1.708)  0.34
H (-0.614, -2.764, 0.394)  0.36
C (-0.810, -1.372, -1.881)  -1.26
H (1.962, -0.463, -0.526)  0.43
C (0.238, -2.091, 0.334)  -1.22
H (0.231, -1.451, 1.232)  0.25

For the lowest unoccupied orbital energy (alpha / beta), the calculation gives 0.63 / 0.42 eV. As for the net charge: 0. The calculation puts the HOMO-LUMO gap (alpha / beta) at 3.88 / 9.46 eV. Its largest force on an atom is 2.2 eV Å⁻¹. The spin multiplicity is 2. Its total energy is -363.49617 Eh. For the energy above the lowest of the compared OMol25 structures with the same formula, charge and spin, the calculation gives 241.9 kJ/mol.

---

Computed, not measured: a structure of composition C5H12BaClFGaO4P2 in a non-equilibrium geometry, with ωB97M-V/def2-TZVPD.

Last column: Mulliken charge in e.
Geometry (Å):
H (-1.148, -0.180, -2.684)  0.42
H (-3.346, -0.708, -1.828)  0.38
O (1.878, -2.987, 2.271)  -0.49
H (2.193, -0.959, -1.185)  0.07
C (-1.256, 0.762, -0.782)  0.27
C (1.042, 2.867, 0.422)  -0.90
Ga (0.265, 0.924, 0.545)  0.22
O (-0.724, 4.221, 1.241)  -0.42
H (-0.371, -1.116, -1.457)  -0.09
O (1.374, -3.730, -0.007)  -0.49
Ba (3.082, 1.329, -0.324)  1.58
C (-2.502, -1.303, -1.535)  -1.40
H (-0.287, 0.714, 1.997)  -0.19
O (-0.318, -2.306, 1.232)  -0.56
H (1.009, -3.448, -0.852)  0.38
H (1.507, -2.547, 3.040)  0.39
C (0.320, 3.669, 1.420)  0.05
Cl (1.167, 3.741, 2.984)  -0.19
H (-2.666, -1.630, -0.528)  0.31
P (1.081, -2.581, 1.015)  0.79
H (0.950, 3.299, -0.577)  0.60
C (-1.232, -0.493, -1.658)  -0.17
P (1.955, -0.718, 0.210)  -0.38
H (2.097, 2.885, 0.743)  0.33
H (-1.225, 1.608, -1.448)  0.43
F (-2.407, 0.846, -0.068)  -0.36
H (-2.437, -2.158, -2.186)  0.42

For the lowest unoccupied orbital energy, the calculation gives -4.88 eV. As for the net charge: +1. The calculation puts the HOMO-LUMO gap at 7.02 eV. Its largest force on an atom is 7.1 eV Å⁻¹. The spin multiplicity is 1. Its total energy is -3691.44282 Eh. For the energy above the lowest of the compared OMol25 structures with the same formula, charge and spin, the calculation gives 0.0 kJ/mol.